(1)
ORCA calculation (ωB97M-V with the def2-TZVPD basis set) on one molecule with the formula C5H7IS at a distorted geometry.

ORCA input file:
```
! RIJCOSX wB97M-V def2-TZVPD def2/J DEFGRID3
* xyz 0 1
C -1.224 0.878 0.211
C -0.047 -1.313 0.511
C 0.826 -0.285 1.114
C -0.058 0.115 -0.062
C 0.597 0.327 -1.409
S -1.968 1.125 2.159
I -2.313 1.907 -1.196
H 0.382 -2.067 -0.133
H -0.925 -1.626 1.052
H 0.553 0.112 2.079
H 1.887 -0.319 0.913
H 1.513 -0.255 -1.476
H 0.847 1.377 -1.548
H -0.070 0.023 -2.215
*
```

gap between HOMO and LUMO (alpha / beta): 7.02 / 7.02 eV
SMILES: CC1(C(=S)I)CC1

Here are the Löwdin charges for atoms 1 to 2, given in e:
1. C -0.9100
2. C -0.0617

---

(2)
ORCA calculation (ωB97M-V with the def2-TZVPD basis set) on C5H7InO4 as an isolated structure at a distorted geometry.

ORCA input file:
```
! RIJCOSX wB97M-V def2-TZVPD def2/J DEFGRID3
* xyz 2 1
H 0.319 -1.809 2.330
In -1.337 -2.415 -0.231
O 0.125 -3.096 0.711
O 1.702 -1.430 0.929
C 1.829 -0.863 -0.352
C 0.998 0.415 -0.361
O -0.525 -0.942 0.613
C 0.367 -1.857 1.224
H 2.900 -0.713 -0.539
H 1.473 -1.566 -1.124
H 0.079 0.476 -0.950
H 1.084 1.061 0.522
H 1.575 2.602 -1.216
O 1.983 1.051 -3.810
C 2.054 1.624 -1.363
C 2.119 1.357 -2.728
H 3.075 1.632 -0.952
*
```

gap between HOMO and LUMO: 5.80 eV

Here are the Löwdin charges for atoms 1 to 2, given in e:
1. H 0.2077
2. In 1.6107

---

(3)
ORCA calculation (ωB97M-V with the def2-TZVPD basis set) on an isolated ion of composition C5H7N and charge -1 at a distorted geometry.

ORCA input file:
```
! RIJCOSX wB97M-V def2-TZVPD def2/J DEFGRID3
* xyz -1 2
C 1.794 -0.706 0.137
C 0.319 -0.467 -0.112
C -0.252 0.222 -1.154
N -1.425 0.801 -0.757
C -1.602 0.542 0.573
C -0.597 -0.287 0.975
H 2.083 -0.071 0.971
H 1.967 -1.750 0.423
H 2.389 -0.461 -0.741
H -0.009 0.213 -2.208
H -1.723 1.663 -1.220
H -2.463 0.901 1.108
H -0.482 -0.601 2.004
*
```

gap between HOMO and LUMO (alpha / beta): 2.78 / 8.45 eV
⟨S²⟩: 0.750

Here are the Löwdin charges for atoms 1 to 2, given in e:
1. C -0.1205
2. C -0.3150

---

(4)
ORCA calculation (ωB97M-V with the def2-TZVPD basis set) on one molecule with the formula C5H7N at a distorted geometry.

ORCA input file:
```
! RIJCOSX wB97M-V def2-TZVPD def2/J DEFGRID3
* xyz 0 1
C 0.206 -1.743 0.104
C -0.724 -0.512 -0.110
C 0.022 0.825 0.065
C -0.515 2.014 -0.110
C 1.428 0.759 0.203
H 1.090 -1.697 -0.581
H -0.489 -2.590 -0.162
H 0.526 -1.830 1.127
H -1.176 -0.457 -1.068
H -1.448 -0.546 0.687
H -1.568 2.107 -0.309
H 0.069 2.937 -0.099
N 2.578 0.733 0.253
*
```

gap between HOMO and LUMO: 10.77 eV
SMILES: C=C(C#N)CC

Here are the Löwdin charges for atoms 1 to 2, given in e:
1. C -0.1039
2. C -0.1934

---

(5)
ORCA calculation (ωB97M-V with the def2-TZVPD basis set) on one molecule with the formula C5H7N.

ORCA input file:
```
! RIJCOSX wB97M-V def2-TZVPD def2/J DEFGRID3
* xyz 0 1
C -0.854 1.003 -0.390
C -0.987 -0.499 -0.283
C 0.436 -1.047 -0.134
C 1.356 0.153 -0.159
N 0.305 0.946 0.555
C -0.256 -0.386 1.023
H -1.681 1.489 0.139
H -0.672 1.500 -1.349
H -1.798 -1.152 -0.596
H 0.649 -2.093 -0.339
H 2.182 0.004 0.546
H 1.728 0.576 -1.097
H -0.409 -0.493 2.084
*
```

gap between HOMO and LUMO: 10.19 eV
SMILES: C1[C@@H]2[C@@H]3CN1[C@H]23

Here are the Löwdin charges for atoms 1 to 2, given in e:
1. C -0.1500
2. C -0.1533

---

(6)
ORCA calculation (ωB97M-V with the def2-TZVPD basis set) on one molecule with the formula C5H7N at a distorted geometry.

ORCA input file:
```
! RIJCOSX wB97M-V def2-TZVPD def2/J DEFGRID3
* xyz 0 1
C 0.063 0.969 0.927
C -0.696 -0.335 1.074
C -0.373 -1.192 0.155
C -0.130 -1.775 -0.981
N 0.398 1.299 -1.509
C 0.861 1.012 -0.365
H 0.760 1.001 1.777
H -0.595 1.835 0.981
H -1.308 -0.563 1.939
H -1.117 -2.230 -1.012
H 0.830 -2.210 -1.230
H -0.608 1.485 -1.431
H 1.915 0.706 -0.325
*
```

gap between HOMO and LUMO: 9.49 eV
SMILES: [H]/N=C\CC=C=C

Here are the Löwdin charges for atoms 1 to 2, given in e:
1. C -0.1876
2. C -0.1063

---

(7)
ORCA calculation (ωB97M-V with the def2-TZVPD basis set) on C5H7N as an isolated structure.

ORCA input file:
```
! RIJCOSX wB97M-V def2-TZVPD def2/J DEFGRID3
* xyz 0 1
C 0.025 -0.809 -1.121
C 0.948 0.155 -0.443
C -0.449 0.569 -0.803
N -0.755 0.885 0.630
C -0.419 -0.459 1.705
C 0.573 0.398 1.054
H -0.369 -1.696 -0.632
H 0.232 -0.948 -2.179
H 1.879 0.496 -0.879
H -0.812 1.279 -1.537
H -0.621 -1.377 1.145
H -1.443 0.433 1.435
H 1.210 1.074 1.625
*
```

gap between HOMO and LUMO: 9.56 eV

Here are the Löwdin charges for atoms 1 to 2, given in e:
1. C -0.0822
2. C -0.1582

---

(8)
ORCA calculation (ωB97M-V with the def2-TZVPD basis set) on C5H7N as an isolated structure at a distorted geometry.

ORCA input file:
```
! RIJCOSX wB97M-V def2-TZVPD def2/J DEFGRID3
* xyz 0 1
C 0.419 -1.407 0.397
C 1.251 -0.435 0.298
C -2.461 0.505 -0.199
C -0.561 -0.750 -0.532
C 2.074 0.712 0.230
N -1.367 0.009 0.214
H 0.275 -2.406 0.900
H -2.969 0.785 0.696
H -2.892 0.522 -1.129
H -0.607 -0.695 -1.672
H 2.945 0.434 -0.391
H 2.562 1.200 1.187
H 1.331 1.524 -0.001
*
```

gap between HOMO and LUMO (alpha / beta): 8.04 / 8.04 eV

Here are the Löwdin charges for atoms 1 to 2, given in e:
1. C -0.1240
2. C -0.0738

---

(9)
ORCA calculation (ωB97M-V with the def2-TZVPD basis set) on one molecule with the formula C5H7N.

ORCA input file:
```
! RIJCOSX wB97M-V def2-TZVPD def2/J DEFGRID3
* xyz 0 1
C 1.920 -0.042 -0.190
C 0.447 0.081 0.059
C -0.395 1.154 0.122
C -1.739 0.655 0.076
C -1.669 -0.705 0.030
N -0.331 -1.062 0.002
H 2.288 -1.055 0.012
H 2.123 0.153 -1.249
H 2.520 0.661 0.391
H -0.086 2.188 0.162
H -2.644 1.250 0.057
H -2.443 -1.460 -0.048
H 0.008 -1.816 0.576
*
```

gap between HOMO and LUMO: 9.20 eV
SMILES: Cc1ccc[nH]1

Here are the Löwdin charges for atoms 1 to 2, given in e:
1. C -0.0396
2. C -0.3441

---

(10)
ORCA calculation (ωB97M-V with the def2-TZVPD basis set) on C5H7N as an isolated structure at a distorted geometry.

ORCA input file:
```
! RIJCOSX wB97M-V def2-TZVPD def2/J DEFGRID3
* xyz 0 1
C 0.300 1.203 2.315
C 0.360 0.803 1.051
C 0.600 0.703 -0.226
C -0.044 0.003 -1.381
C -0.258 -1.473 -1.349
N -1.399 -0.585 -1.322
H 1.582 0.642 0.733
H 0.835 0.682 3.099
H -0.209 2.131 2.528
H 0.125 0.442 -2.367
H 0.032 -1.974 -0.430
H -0.123 -2.051 -2.260
H -1.800 -0.524 -0.390
*
```

gap between HOMO and LUMO: 8.89 eV

Here are the Löwdin charges for atoms 1 to 2, given in e:
1. C -0.0331
2. C -0.2527

---

(11)
ORCA calculation (ωB97M-V with the def2-TZVPD basis set) on C5H7N as an isolated structure at a distorted geometry.

ORCA input file:
```
! RIJCOSX wB97M-V def2-TZVPD def2/J DEFGRID3
* xyz 0 1
C 0.591 -1.091 0.114
C 1.128 -0.018 -0.732
C 0.556 1.199 -0.497
C -0.659 1.206 0.259
N -1.560 0.105 0.111
C -0.603 -0.614 0.852
H 1.322 -1.751 0.599
H -0.231 -1.793 -0.241
H 2.041 -0.153 -1.302
H 1.062 2.130 -0.747
H -1.053 2.132 0.691
H -1.688 -0.184 -0.854
H -0.907 -1.168 1.748
*
```

gap between HOMO and LUMO: 9.16 eV

Here are the Löwdin charges for atoms 1 to 2, given in e:
1. C -0.2017
2. C -0.1032

---

(12)
ORCA calculation (ωB97M-V with the def2-TZVPD basis set) on one molecule with the formula C5H7N.

ORCA input file:
```
! RIJCOSX wB97M-V def2-TZVPD def2/J DEFGRID3
* xyz 0 1
C -0.916 -1.312 0.546
C -0.055 -0.160 1.028
C 1.334 0.106 0.676
C 0.129 1.155 0.204
C 0.161 1.101 -1.139
N 0.228 1.108 -2.351
H -1.989 -1.124 0.676
H -0.655 -2.196 1.141
H -0.721 -1.550 -0.507
H -0.328 0.177 2.033
H 1.603 -0.505 -0.209
H 1.159 1.061 -2.762
H 0.050 2.138 0.663
*
```

gap between HOMO and LUMO: 8.19 eV

Here are the Löwdin charges for atoms 1 to 2, given in e:
1. C -0.0710
2. C -0.3941

---

The evaluated energy relative to the best compared isomer or geometry (same formula, charge and spin) for the records listed, in turn: 56.6; 23.6; 0.0; 25.7; 78.6; 87.9; 147.2; 132.4; 6.9; 134.6; 83.5; 107.6 kcal/mol.
The evaluated electronic energy for the records listed, in turn: -890.4730; -684.9216; -249.4004; -249.4323; -249.3480; -249.3332; -249.2387; -249.2623; -249.4623; -249.2587; -249.3401; -249.3018 Eh.